# 1
ORCA calculation (ωB97M-V/def2-TZVPD) on a gas-phase ion, CH5N4O (charge +1).

The geometry in XYZ format:
```
11
Properties=species:S:1:pos:R:3:forces:R:3
H -4.234753 -0.655209 0.108727 2.69 0.74 -0.49
N -3.340981 -0.070458 -0.220300 -1.42 0.11 -0.08
N -2.260632 -0.493276 0.176429 -1.38 -1.79 0.88
C -1.126436 0.283708 0.013790 -0.78 1.61 0.74
O -1.086344 1.514908 0.183554 0.82 -1.17 -0.83
N 0.054022 -0.384259 -0.030776 0.32 -0.67 -0.73
N 1.108066 0.517600 -0.114116 1.78 -0.15 -0.26
H 0.324474 -1.355484 -0.053293 -0.93 -0.24 -0.06
H 1.733452 0.311814 0.735842 -0.72 1.05 -1.66
H 0.350300 1.444172 -0.021616 0.75 -0.06 0.21
H 1.652809 0.396813 -1.061645 -1.13 0.58 2.27
```
Positions in Å, forces in eV/Å.

Net charge: +1
F_max (eV Å⁻¹): 2.827
M (g/mol): 89.1
Total energy (Ha): -334.995092
2S+1: 1
Orbital gap (Eh): 0.332
HOMO (eV): -14.1

Here are the Mulliken charges for atoms 1 to 8, given in e:
1 H 0.312
2 N -0.327
3 N -0.061
4 C 0.613
5 O -0.489
6 N -0.208
7 N -0.308
8 H 0.246

=====

# 2
ORCA calculation (ωB97M-V/def2-TZVPD) on 2 unconnected molecules or ions with the total composition CH5N5.

The geometry in XYZ format:
```
11
Properties=species:S:1:pos:R:3:forces:R:3
N 0.191044 -0.313228 0.347136 0.05 0.12 0.20
N 0.020595 -1.638911 0.649310 -0.77 0.04 -0.35
C 1.926640 1.449486 -0.054990 0.19 0.51 -0.38
N -0.753176 0.217211 -0.318590 1.04 0.50 -0.25
N -1.845335 -0.370217 -0.656583 -0.45 -0.65 0.07
N 1.270199 2.225123 -0.585074 0.02 0.19 0.02
H -0.946467 -1.933317 0.517874 0.03 -0.03 0.12
H 0.389463 -1.845252 1.567504 -0.01 0.13 -0.12
H -2.442310 0.251964 -1.191433 0.36 0.24 0.06
H -0.442683 1.173789 -0.643095 -0.56 -0.86 0.42
H 2.632030 0.783353 0.367941 0.09 -0.20 0.21
```
Positions in Å, forces in eV/Å.

Net charge: 0
F_max (eV Å⁻¹): 1.179
M (g/mol): 87.1
Total energy (Ha): -314.750245
2S+1: 1
Orbital gap (Eh): 0.330
HOMO (eV): -8.0

Here are the Mulliken charges for atoms 1 to 8, given in e:
1 N -0.224
2 N -0.499
3 C 0.238
4 N 0.603
5 N -0.929
6 N -0.525
7 H 0.303
8 H 0.236

=====

# 3
ORCA calculation (ωB97M-V/def2-TZVPD) on 2 unconnected molecules or ions with the total composition CH5NO.

The geometry in XYZ format:
```
8
Properties=species:S:1:pos:R:3:forces:R:3
C 1.487904 1.357899 0.264161 -2.70 -1.97 1.53
O 0.355665 1.077333 -0.112864 1.82 0.82 -0.15
H 1.984659 2.288514 0.001148 0.41 0.09 -0.28
H 1.866171 0.649465 1.086976 0.50 1.08 -1.09
N -1.550258 -1.632974 -0.303502 -1.54 0.81 -1.26
H -1.494278 -1.134462 -1.207806 -0.20 -0.48 0.49
H -2.039682 -0.958638 0.290543 0.30 -0.33 -0.01
H -0.610180 -1.647137 -0.018656 1.41 -0.03 0.77
```
Positions in Å, forces in eV/Å.

Net charge: 0
F_max (eV Å⁻¹): 3.670
M (g/mol): 47.1
Total energy (Ha): -171.051633
2S+1: 1
Orbital gap (Eh): 0.381
HOMO (eV): -9.9

Table of Mulliken atomic charges, one value per atom, all in e:
1 C -0.113
2 O -0.379
3 H 0.279
4 H 0.205
5 N -0.748
6 H 0.255
7 H 0.255
8 H 0.245

=====

# 4
ORCA calculation (ωB97M-V/def2-TZVPD) on a single CH5NO molecule.

The geometry in XYZ format:
```
8
Properties=species:S:1:pos:R:3:forces:R:3
C -0.726709 0.222478 0.151389 1.46 1.71 -0.68
N 0.193620 -0.839106 -0.088334 -0.19 -1.15 0.46
O 1.285732 -0.365469 -0.808645 0.55 2.42 0.39
H -1.214978 0.481868 -0.789224 -0.28 -0.11 0.10
H -1.457595 -0.076128 0.906076 0.26 0.48 0.09
H -0.029736 1.178755 0.341191 -1.79 -1.25 0.57
H 0.534175 -1.227223 0.794218 0.07 0.29 -0.27
H 1.415490 0.624824 -0.506670 -0.08 -2.39 -0.66
```
Positions in Å, forces in eV/Å.

Net charge: 0
F_max (eV Å⁻¹): 2.513
M (g/mol): 47.1
Total energy (Ha): -171.005363
2S+1: 1
Orbital gap (Eh): 0.374
HOMO (eV): -9.2

Table of Mulliken atomic charges, one value per atom, all in e:
1 C -0.636
2 N -0.235
3 O -0.370
4 H 0.241
5 H 0.284
6 H 0.176
7 H 0.241
8 H 0.300

=====

# 5
ORCA calculation (ωB97M-V/def2-TZVPD) on 3 unconnected molecules or ions with the total composition CH5NO2.

The geometry in XYZ format:
```
9
Properties=species:S:1:pos:R:3:forces:R:3
C -0.451843 -0.448432 0.064586 -4.94 -1.90 -2.20
N -1.637208 0.463769 -0.094129 2.29 -0.70 1.80
O -0.543555 -1.535385 -0.579228 2.58 5.10 3.50
H 0.583720 0.630395 1.299386 -1.76 -2.34 -2.11
H -2.271171 0.190191 -0.841247 0.26 -0.54 0.27
H -2.106674 0.499753 0.831167 0.47 0.38 -0.93
H 2.840454 0.448928 0.068862 -1.66 -0.95 -1.09
H 1.404138 -0.340372 -0.144828 2.29 0.87 -0.44
O 2.182143 0.091150 -0.604565 0.46 0.09 1.19
```
Positions in Å, forces in eV/Å.

Net charge: 0
F_max (eV Å⁻¹): 6.700
M (g/mol): 63.1
Total energy (Ha): -246.166786
2S+1: 1
Orbital gap (Eh): 0.318
HOMO (eV): -10.2

Here are the Mulliken charges for atoms 1 to 8, given in e:
1 C 0.040
2 N -0.468
3 O -0.395
4 H 0.210
5 H 0.262
6 H 0.292
7 H 0.335
8 H 0.364

=====

# 6
ORCA calculation (ωB97M-V/def2-TZVPD) on 2 unconnected molecules or ions with the total composition CH5NO2Si.

The geometry in XYZ format:
```
10
Properties=species:S:1:pos:R:3:forces:R:3
C -0.269880 0.914542 -0.639248 0.98 -6.20 -3.71
N 1.887305 -0.187771 0.425582 -0.27 0.44 -0.27
O 1.967411 0.232957 1.540260 0.38 -0.46 -0.62
O 2.662312 -0.628598 -0.371424 -0.30 0.26 0.81
Si -1.276006 -0.464479 0.102173 -1.64 -0.27 -0.28
H -0.191946 1.804274 -0.232772 0.45 4.32 1.93
H 0.199894 0.713915 -1.664936 -0.71 0.75 1.57
H -1.349770 -2.000192 -0.373865 0.61 1.87 0.23
H -0.936606 -0.490975 1.582036 -0.54 0.03 -0.62
H -2.692714 0.106326 -0.367805 1.05 -0.76 0.97
```
Positions in Å, forces in eV/Å.

Net charge: 0
F_max (eV Å⁻¹): 7.289
M (g/mol): 91.1
Total energy (Ha): -535.587293
2S+1: 1
Orbital gap (spin up / spin down) (Eh): 0.355 / 0.276
HOMO (spin up / spin down) (eV): -10.2 / -9.1

Here are the Mulliken charges for atoms 1 to 8, given in e:
1 C -0.802
2 N 0.653
3 O -0.350
4 O -0.410
5 Si 0.323
6 H 0.480
7 H 0.309
8 H -0.055

=====

# 7
ORCA calculation (ωB97M-V/def2-TZVPD) on a molecular structure, CH5NOP2.

The geometry in XYZ format:
```
10
Properties=species:S:1:pos:R:3:forces:R:3
C 0.709459 -0.786584 0.934022 0.94 -3.37 1.64
N -1.553119 0.255914 -1.796802 -0.62 0.58 -0.63
O -0.335929 -0.491269 0.103504 -0.65 1.77 -1.17
P -1.951609 1.312250 -2.879484 -1.91 -0.33 -0.12
P -0.022000 -0.021338 -1.392209 2.65 0.72 -0.60
H 0.115082 -1.470972 1.588306 1.53 0.13 0.36
H 1.078554 0.030044 1.538801 0.12 0.47 -0.21
H 1.587666 -1.393393 0.452221 -1.54 1.23 0.62
H -3.330166 0.747605 -3.016613 0.86 0.75 -0.35
H 1.033016 1.920827 -1.531236 -1.39 -1.95 0.44
```
Positions in Å, forces in eV/Å.

Net charge: 0
F_max (eV Å⁻¹): 3.862
M (g/mol): 109.0
Total energy (Ha): -853.662135
2S+1: 1
Orbital gap (spin up / spin down) (Eh): 0.247 / 0.247
HOMO (spin up / spin down) (eV): -8.1 / -8.1

Here are the Mulliken charges for atoms 1 to 8, given in e:
1 C -0.629
2 N -0.005
3 O -0.209
4 P 0.037
5 P 0.059
6 H 0.213
7 H 0.267
8 H 0.298

=====

# 8
ORCA calculation (ωB97M-V/def2-TZVPD) on a single CH5NOS molecule.

The geometry in XYZ format:
```
9
Properties=species:S:1:pos:R:3:forces:R:3
C -0.881642 -0.659216 -0.207071 0.22 -1.67 2.15
N 0.559346 1.726123 -0.000624 -0.89 1.73 2.71
O 1.845951 -0.724810 -0.070238 3.66 -3.14 -1.92
S 0.609158 0.247117 0.412201 -3.23 0.43 1.50
H -0.915087 -1.779082 0.080525 0.58 1.68 -0.27
H -1.811233 -0.254400 0.266200 0.70 0.18 -1.18
H -0.654550 -0.634325 -1.268300 -0.84 0.33 -0.17
H 0.715941 1.753705 -0.938091 0.74 0.52 -3.54
H 0.532114 0.324889 1.725394 -0.95 -0.05 0.72
```
Positions in Å, forces in eV/Å.

Net charge: 0
F_max (eV Å⁻¹): 5.192
M (g/mol): 79.1
Total energy (Ha): -568.960149
<S²>: 2.02
2S+1: 3
Orbital gap (spin up / spin down) (Eh): 0.199 / 0.255
HOMO (spin up / spin down) (eV): -4.7 / -9.7

Here are the Mulliken charges for atoms 1 to 8, given in e:
1 C -0.779
2 N -0.557
3 O -0.243
4 S 0.263
5 H 0.314
6 H 0.281
7 H 0.306
8 H 0.266

=====

# 9
ORCA calculation (ωB97M-V/def2-TZVPD) on 2 unconnected molecules or ions with the total composition CH5NOS2.

The geometry in XYZ format:
```
10
Properties=species:S:1:pos:R:3:forces:R:3
N 1.437430 0.220345 1.523791 0.11 0.11 -0.26
C 2.364820 -0.130193 0.581440 -0.37 -0.31 0.21
O 2.380615 0.318830 -0.540470 0.23 0.17 -0.06
H 0.739231 0.846378 1.141244 -0.21 -0.17 0.17
H 1.105298 -0.493746 2.159472 0.21 0.24 -0.03
H 3.103012 -0.863071 0.944374 0.01 -0.03 -0.06
S -1.313522 0.798926 -0.944483 0.03 -0.36 -0.03
S -1.516642 -1.028215 0.086593 -0.19 0.29 -0.21
H -0.123242 0.467851 -1.467540 0.13 0.13 0.12
H -2.162161 -0.440856 1.100510 0.04 -0.09 0.16
```
Positions in Å, forces in eV/Å.

Net charge: 0
F_max (eV Å⁻¹): 0.524
M (g/mol): 111.2
Total energy (Ha): -967.467951
2S+1: 1
Orbital gap (Eh): 0.331
HOMO (eV): -8.9

Here are the Mulliken charges for atoms 1 to 8, given in e:
1 N -0.376
2 C 0.102
3 O -0.515
4 H 0.232
5 H 0.264
6 H 0.340
7 S -0.219
8 S -0.198

=====

# 10
ORCA calculation (ωB97M-V/def2-TZVPD) on 3 unconnected molecules or ions with the total composition CH5NOSi.

The geometry in XYZ format:
```
9
Properties=species:S:1:pos:R:3:forces:R:3
O 1.654834 -0.511460 -1.417025 0.73 -0.09 -0.15
Si 1.683723 0.947300 -1.810559 -0.61 0.25 -0.04
H 0.763013 1.329577 -2.909353 0.29 0.38 0.06
H 2.390387 2.069879 -1.113619 -0.11 -0.32 -0.28
H -3.364404 1.497523 -1.310508 0.28 -0.01 -0.02
H -2.619194 1.440037 -1.359944 -0.28 0.01 0.02
C 0.366691 -2.863853 0.015370 -0.10 1.96 0.52
N 0.334135 -1.774490 0.366484 -0.31 -0.42 0.55
H 0.404732 -3.787429 -0.424754 0.11 -1.76 -0.65
```
Positions in Å, forces in eV/Å.

Net charge: 0
F_max (eV Å⁻¹): 2.032
M (g/mol): 75.1
Total energy (Ha): -460.485890
2S+1: 1
Orbital gap (Eh): 0.372
HOMO (eV): -10.4

Here are the Mulliken charges for atoms 1 to 8, given in e:
1 O -0.276
2 Si 0.371
3 H -0.061
4 H -0.050
5 H 0.159
6 H -0.157
7 C 0.079
8 N -0.344